{
  "formula": "C3H14NO4",
  "method": "wB97M-V/def2-TZVPD",
  "symbols": ["C", "C", "C", "O", "N", "H", "H", "H", "H", "H", "H", "H", "H", "H", "H", "O", "H", "H", "O", "H", "H", "O"],
  "coordinates": [[-0.074, -0.820, 2.554], [-0.512, -0.214, 1.200], [0.529, -0.759, 0.124], [0.471, 0.193, -0.923], [-0.853, -0.065, 3.659], [0.967, -0.744, 2.738], [-0.434, -1.946, 2.581], [-1.543, -0.311, 0.732], [-0.384, 0.791, 1.275], [0.229, -1.826, -0.253], [1.522, -0.934, 0.526], [-1.827, -0.184, 3.477], [-0.698, 0.823, 3.869], [2.881, 0.740, -1.009], [2.037, 1.150, -2.073], [2.997, 1.179, -1.836], [-1.477, 1.819, -0.379], [-1.012, 0.624, -1.137], [-1.847, 1.289, -1.112], [-0.946, -1.335, -2.018], [-0.053, -0.386, -2.700], [-0.740, -1.045, -2.942]],
  "atomic_forces_ev_per_a": [[-4.461, -0.303, 1.078], [0.469, -3.050, -1.278], [-1.021, -0.793, -1.775], [0.966, -1.586, 1.870], [0.059, -6.615, -1.973], [0.912, 0.084, 0.020], [0.965, 2.238, 0.243], [1.037, -0.560, 1.282], [0.664, 3.073, 0.205], [-0.038, 1.830, 0.490], [0.300, 0.675, 0.174], [-0.567, -0.113, 0.049], [1.577, 4.707, 0.551], [0.577, -0.501, 1.259], [1.197, 0.455, -0.312], [-1.572, 0.182, -0.991], [-0.791, 0.273, -0.488], [-2.774, 1.908, -0.680], [2.765, -1.491, 0.906], [-0.227, -0.027, -1.406], [-0.577, -0.465, -0.865], [0.542, 0.078, 1.641]],
  "spin_multiplicity": 2,
  "e_homo_ha": [-0.370, -0.367],
  "e_above_lowest_kj_mol": 185.7,
  "max_force_ev_per_a": 6.90,
  "orbital_gap_ev": [10.39, 6.50],
  "total_charge": 0,
  "s2": 0.755
}

***

{
  "formula": "C4H13N2OS",
  "method": "wB97M-V/def2-TZVPD",
  "symbols": ["N", "C", "C", "S", "C", "N", "C", "H", "H", "H", "H", "H", "H", "H", "H", "H", "H", "H", "H", "H", "O"],
  "coordinates": [[2.325, -0.098, -0.027], [0.836, 0.069, -0.114], [-0.052, -0.866, 0.585], [-0.126, -0.659, 2.376], [0.542, -0.298, -1.659], [-0.753, 0.266, -2.220], [-0.751, 1.718, -2.209], [2.862, 0.651, 0.333], [2.349, -0.893, 0.618], [0.577, 1.054, 0.045], [-1.104, -0.817, 0.137], [0.426, -1.949, 0.411], [0.461, -1.422, -1.584], [1.517, -0.109, -2.207], [-1.308, -0.146, -1.368], [-1.659, 2.023, -2.941], [0.188, 2.222, -2.518], [-1.215, 2.257, -1.252], [-1.183, -1.430, 4.238], [-1.913, -0.302, 4.763], [-2.018, -1.272, 4.593]],
  "atomic_forces_ev_per_a": [[-1.855, -2.382, 0.422], [1.475, -0.685, -4.234], [0.145, -2.825, 1.583], [0.340, 0.417, 0.044], [0.977, -0.159, 0.303], [1.251, -2.044, 2.953], [-4.077, 2.112, 0.006], [-0.046, 0.825, 0.756], [0.945, 0.404, 0.094], [-0.638, 2.203, 0.562], [1.341, -0.307, 0.532], [-1.313, 1.918, -0.038], [-0.120, 1.059, -0.681], [-1.484, 0.283, 0.033], [0.229, 1.592, -2.429], [2.288, -0.350, 0.988], [-0.567, -0.618, 0.179], [1.582, -1.257, -1.339], [2.370, -0.974, -1.715], [-0.514, -1.170, -0.284], [-2.329, 1.958, 2.265]],
  "spin_multiplicity": 1,
  "e_homo_ha": -0.107,
  "e_above_lowest_kj_mol": 219.3,
  "max_force_ev_per_a": 4.59,
  "orbital_gap_ev": 6.60,
  "total_charge": -1
}

***

{
  "formula": "C3H13NO3",
  "method": "wB97M-V/def2-TZVPD",
  "symbols": ["C", "C", "C", "N", "H", "H", "H", "H", "H", "H", "H", "O", "H", "H", "O", "H", "H", "O", "H", "H"],
  "coordinates": [[0.638, 2.460, 1.453], [0.261, 1.254, 0.636], [-0.946, 1.167, 0.055], [-1.328, 0.157, -0.840], [1.211, 3.034, 0.701], [-0.262, 3.040, 1.661], [1.251, 2.321, 2.339], [1.032, 0.539, 0.383], [-1.702, 1.906, 0.303], [-2.074, 0.434, -1.456], [-0.631, -0.416, -1.277], [1.145, -0.086, -2.414], [1.440, -0.219, -1.500], [1.410, -0.945, -2.767], [-1.115, -2.181, 1.439], [-1.127, -3.150, 1.350], [-1.857, -1.970, 0.848], [1.105, -1.615, -0.077], [0.236, -1.835, 0.321], [1.703, -2.225, 0.366]],
  "atomic_forces_ev_per_a": [[0.014, 0.266, -1.513], [-0.781, 0.122, 0.097], [1.237, -0.526, 0.168], [-1.279, 0.132, 0.740], [0.130, 0.342, 0.771], [0.123, 0.057, 0.305], [-0.103, -0.239, 0.065], [-0.065, 0.048, 0.172], [-0.121, -0.139, -0.169], [0.116, -0.123, -0.162], [0.354, 0.385, -0.249], [0.476, -0.477, 0.064], [-0.172, 0.301, -0.001], [-0.131, 0.134, -0.360], [-0.574, -0.976, -0.616], [0.229, 0.216, 0.441], [0.143, 0.688, 0.153], [0.047, -0.714, 0.036], [0.223, 0.392, 0.131], [0.132, 0.110, -0.073]],
  "spin_multiplicity": 1,
  "smiles": "C/C=C/N.O.O.O",
  "e_homo_ha": -0.273,
  "e_above_lowest_kj_mol": 85.7,
  "max_force_ev_per_a": 1.54,
  "orbital_gap_ev": 7.83,
  "total_charge": 0
}

***

{
  "formula": "C5H20N2O5",
  "method": "wB97M-V/def2-TZVPD",
  "symbols": ["C", "C", "N", "C", "O", "C", "C", "N", "H", "H", "H", "H", "H", "H", "H", "H", "H", "H", "H", "H", "O", "H", "H", "O", "H", "H", "O", "H", "H", "O", "H", "H"],
  "coordinates": [[1.599, 0.107, -2.725], [0.075, 0.043, -2.779], [-0.520, -0.470, -1.561], [-0.434, 0.041, -0.303], [-0.908, -0.646, 0.606], [0.273, 1.328, 0.166], [-0.882, 2.210, 0.792], [1.173, 0.927, 1.274], [2.096, 0.089, -3.703], [2.000, 0.802, -1.994], [2.022, -0.893, -2.467], [-0.358, 1.026, -3.032], [-0.323, -0.589, -3.591], [-0.898, -1.398, -1.489], [0.893, 1.829, -0.582], [-1.592, 1.484, 1.167], [-1.183, 2.980, 0.092], [-0.501, 2.739, 1.687], [0.573, 0.657, 2.043], [1.659, 0.068, 1.030], [-3.800, -0.356, 1.609], [-4.242, -0.870, 2.305], [-3.146, -1.018, 1.376], [3.278, 3.189, 0.975], [2.589, 2.503, 0.917], [3.127, 3.766, 0.228], [-1.486, -3.078, 2.024], [-2.136, -3.533, 1.463], [-1.640, -2.167, 1.771], [1.101, -3.278, 0.711], [0.759, -3.350, 1.623], [0.830, -4.140, 0.366]],
  "atomic_forces_ev_per_a": [[0.691, -2.337, -0.488], [-0.319, 0.339, -0.556], [0.251, 1.094, 0.822], [-0.030, -1.078, 0.205], [-0.351, 0.184, -0.076], [-0.584, -0.060, 0.819], [2.047, -0.091, 0.201], [0.025, 0.272, -0.519], [-0.392, 1.314, -0.075], [0.062, 0.274, -0.371], [-0.694, 0.384, 0.694], [0.236, -0.154, 0.353], [0.577, 0.039, 0.274], [-0.009, -0.228, -0.465], [-0.478, 0.026, -0.087], [-0.749, 0.373, -0.281], [-0.701, -0.238, -0.093], [0.113, -0.205, -0.526], [0.011, 0.024, 0.182], [0.121, 0.049, -0.059], [-0.365, -0.774, 0.671], [-0.301, 0.643, -0.056], [0.599, 0.317, -0.666], [-0.121, -0.299, 0.008], [0.086, 0.021, 0.379], [-0.011, 0.212, -0.209], [-0.888, -0.604, -0.069], [0.378, -0.156, 0.318], [0.699, 0.589, -0.134], [-0.080, -0.595, 0.535], [0.012, 0.442, -0.531], [0.167, 0.221, -0.200]],
  "spin_multiplicity": 1,
  "smiles": "CCNC(=O)[C@@H](C)N.O.O.O.O",
  "e_homo_ha": -0.360,
  "e_above_lowest_kj_mol": 147.2,
  "max_force_ev_per_a": 2.49,
  "orbital_gap_ev": 10.24,
  "total_charge": 0
}